Density functional theory data (ωB97M-V with the def2-TZVPD basis set) for a 2-piece molecular cluster, C16H17N overall in a non-equilibrium geometry.

Summary:
Energy above the lowest of the compared OMol25 structures with the same formula, charge and spin   39.1 kcal/mol
SMILES   Cc1c[nH]c2ccccc12.Cc1ccccc1
Total energy   -674.5943 hartree
Charge   0

Each line ends with the Mulliken charge.
Positions of all 34 atoms, in Å:
1 C 0.210 0.610 -3.743  -1.343
2 C -0.219 -0.653 -3.168  0.761
3 C -0.740 -1.583 -4.012  -0.638
4 N -1.279 -2.657 -3.329  -0.021
5 C -1.196 -2.338 -1.980  -0.554
6 C -1.583 -3.123 -0.858  -0.744
7 C -1.069 -2.664 0.349  -0.647
8 C -0.351 -1.455 0.493  -0.155
9 C -0.052 -0.663 -0.563  -0.253
10 C -0.481 -1.126 -1.838  0.858
11 H -0.219 0.953 -4.728  0.335
12 H 1.282 0.613 -3.917  0.309
13 H 0.091 1.452 -3.045  0.318
14 H -0.824 -1.468 -5.084  0.392
15 H -1.709 -3.470 -3.691  0.138
16 H -1.955 -4.097 -1.113  0.352
17 H -1.518 -3.143 1.229  0.302
18 H -0.023 -1.122 1.485  0.308
19 H 0.696 0.150 -0.663  0.303
20 C -1.485 2.081 2.653  -1.380
21 C -0.030 1.763 2.489  1.112
22 C 0.805 2.393 1.544  -0.454
23 C 2.170 2.191 1.394  -0.446
24 C 2.785 1.410 2.379  -0.467
25 C 2.005 0.822 3.363  -0.338
26 C 0.590 0.947 3.434  -0.641
27 H -2.023 1.131 2.797  0.318
28 H -1.948 2.767 1.968  0.393
29 H -1.453 2.497 3.829  0.262
30 H 0.316 3.130 0.843  0.200
31 H 2.853 2.637 0.577  0.303
32 H 3.844 1.220 2.460  0.384
33 H 2.467 0.212 4.151  0.330
34 H 0.045 0.581 4.297  0.403